1.
A structure of composition C16H26AuCeI2N2O3S2, computed with wB97M-V/def2-TZVPD.

Last column: natural (NBO) charge in e.
Geometry (Å):
I  -0.52  -3.90  -0.80  0.04
I  0.29  -2.79  -3.43  0.42
Au  0.03  1.64  -2.24  1.00
Ce  -0.24  -1.09  0.64  1.37
S  1.15  -0.54  -1.73  -0.17
S  -1.57  -0.05  -1.45  -0.21
C  1.57  0.70  1.73  0.48
C  3.03  -0.78  -2.03  0.00
C  -3.47  0.14  -1.65  0.01
C  3.28  -0.58  -3.51  -0.65
C  3.76  0.27  -1.19  -0.64
C  3.38  -2.19  -1.62  -0.66
C  -3.81  -0.27  -3.08  -0.65
C  -3.82  1.60  -1.41  -0.65
C  -4.18  -0.79  -0.67  -0.65
C  1.32  3.02  -2.83  0.46
C  -0.83  3.34  -2.83  0.47
O  2.27  1.52  2.16  -0.30
O  2.19  3.76  -3.05  -0.19
O  -1.48  4.26  -3.12  -0.19
H  3.02  0.43  -3.83  0.21
H  2.68  -1.29  -4.10  0.23
H  4.34  -0.76  -3.72  0.29
H  3.65  1.27  -1.63  0.22
H  4.84  0.03  -1.16  0.29
H  3.39  0.29  -0.16  0.20
H  3.18  -2.39  -0.57  0.22
H  4.46  -2.34  -1.79  0.31
H  2.83  -2.92  -2.22  0.24
H  -4.89  -0.16  -3.26  0.29
H  -3.55  -1.32  -3.27  0.24
H  -3.30  0.34  -3.82  0.22
H  -4.91  1.75  -1.36  0.29
H  -3.43  2.22  -2.22  0.20
H  -3.39  1.97  -0.47  0.22
H  -5.27  -0.71  -0.80  0.31
H  -3.96  -0.55  0.38  0.22
H  -3.89  -1.83  -0.85  0.24
C  0.06  -0.15  6.12  -0.67
C  -0.69  0.12  4.89  0.30
C  -1.85  0.83  4.63  -0.29
C  -2.11  0.73  3.27  0.25
N  -1.13  -0.05  2.68  -0.56
N  -0.31  -0.42  3.72  -0.35
C  -3.24  1.34  2.54  -0.65
H  0.12  0.75  6.73  0.29
H  -0.46  -0.92  6.72  0.29
H  1.08  -0.49  5.85  0.24
H  -2.43  1.34  5.39  0.29
H  0.59  -0.86  3.53  0.40
H  -4.20  0.88  2.84  0.28
H  -3.37  2.42  2.76  0.28
H  -3.07  1.21  1.47  0.19

Properties
* HOMO energy (spin up / spin down): -0.730 / -0.745 Eh
* energy above the lowest of the compared OMol25 structures with the same formula, charge and spin: 0.000 eV
* HOMO-LUMO gap (spin up / spin down): 4.4 / 4.8 eV
* total charge: +4
* spin multiplicity: 4
* expectation value of S²: 3.77

2.
A structure of composition C18H34Br12N4O3PS2, computed with wB97M-V/def2-TZVPD.

Last column: Löwdin charge in e.
Geometry (Å):
N  -1.32  1.25  2.70  0.00
N  -0.79  -0.09  2.94  -0.15
C  0.04  -0.60  1.87  -0.55
C  1.53  -0.48  2.19  -0.25
C  1.94  0.95  2.54  -0.50
S  3.70  1.27  2.09  0.97
C  3.54  1.42  0.36  -0.71
N  4.13  0.74  -0.56  0.09
N  3.63  1.25  -1.75  -0.18
C  2.79  2.17  -1.46  -0.33
O  2.68  2.36  -0.12  0.00
P  -0.38  0.05  0.18  0.48
S  0.81  -0.66  -1.23  0.17
C  -0.28  -2.15  1.81  -0.70
O  -1.51  -2.44  1.66  -0.16
O  0.65  -2.95  1.90  0.01
H  -0.58  1.87  2.41  0.03
H  -1.59  1.59  3.61  0.06
H  -1.60  -0.68  3.06  -0.03
H  1.70  -1.11  3.06  0.10
H  2.11  -0.90  1.38  0.08
H  1.39  1.63  1.89  0.04
H  1.80  1.22  3.57  -0.10
H  2.18  2.75  -2.14  0.00
H  -0.44  1.46  0.16  -0.04
H  -1.65  -0.47  -0.09  -0.13
Br  1.66  1.89  -6.95  0.60
C  3.31  2.85  -6.55  -0.71
C  4.38  1.94  -6.02  -0.67
Br  4.05  1.43  -4.15  0.80
H  3.04  3.63  -5.84  0.03
H  3.61  3.31  -7.49  0.05
H  5.34  2.46  -6.02  0.05
H  4.47  1.02  -6.60  0.04
Br  -1.92  -2.17  4.71  0.76
C  -2.35  -3.71  3.61  -0.64
C  -3.51  -3.41  2.71  -0.70
Br  -5.23  -3.44  3.66  0.54
H  -2.52  -4.54  4.29  0.05
H  -1.46  -3.89  3.01  0.05
H  -3.60  -4.18  1.94  0.07
H  -3.43  -2.44  2.25  0.01
Br  -5.18  0.29  1.59  0.62
C  -6.01  -0.45  0.00  -0.69
C  -5.10  -1.48  -0.61  -0.69
Br  -3.59  -0.71  -1.53  0.68
H  -6.25  0.38  -0.65  0.05
H  -6.93  -0.93  0.33  0.06
H  -5.64  -2.06  -1.36  0.06
H  -4.68  -2.14  0.14  0.04
Br  1.19  0.72  5.62  0.80
C  1.68  0.18  7.42  -0.67
C  0.68  -0.79  7.99  -0.70
Br  -0.95  0.10  8.55  0.59
H  1.78  1.08  8.01  0.05
H  2.66  -0.29  7.32  0.06
H  1.08  -1.27  8.89  0.05
H  0.39  -1.56  7.27  0.04
Br  1.47  -3.00  -6.40  0.57
C  1.38  -3.32  -4.47  -0.69
C  0.15  -4.11  -4.10  -0.70
Br  -1.44  -2.99  -4.12  0.59
H  1.42  -2.35  -3.99  0.03
H  2.28  -3.88  -4.23  0.06
H  0.23  -4.46  -3.08  0.06
H  -0.04  -4.94  -4.76  0.04
Br  -2.13  4.21  -4.87  0.61
C  -0.54  5.24  -4.42  -0.70
C  0.54  4.38  -3.84  -0.67
Br  0.17  3.90  -1.99  0.73
H  -0.86  6.03  -3.75  0.05
H  -0.21  5.68  -5.36  0.06
H  1.48  4.92  -3.81  0.06
H  0.67  3.45  -4.38  0.03

Properties
* HOMO energy: -0.187 Eh
* HOMO-LUMO gap: 7.0 eV
* total charge: -1

3.
The molecule C4H8N2O, computed with wB97M-V/def2-TZVPD.

Last column: natural (NBO) charge in e.
Geometry (Å):
C  -0.05  -2.02  1.39  -0.42
N  0.35  -0.69  0.99  -0.60
C  -0.25  0.00  -0.01  0.33
N  -1.31  -0.28  -0.66  -0.70
C  0.51  1.28  -0.34  0.56
O  1.40  1.64  0.40  -0.54
C  0.15  2.02  -1.59  -0.72
H  0.69  -2.41  2.09  0.22
H  -0.08  -2.70  0.52  0.20
H  -1.03  -2.03  1.88  0.19
H  1.19  -0.27  1.37  0.42
H  -1.75  -1.13  -0.32  0.33
H  -0.86  2.42  -1.52  0.25
H  0.87  2.83  -1.73  0.23
H  0.17  1.35  -2.45  0.25

Properties
* HOMO energy: -0.339 Eh
* energy above the lowest of the compared OMol25 structures with the same formula, charge and spin: 1.061 eV
* HOMO-LUMO gap: 9.9 eV
* structure (SMILES): [H]/N=C(\NC)C(C)=O

4.
A cluster of 2 separate species, C5H11NO in total, computed with wB97M-V/def2-TZVPD.

Last column: natural (NBO) charge in e.
Geometry (Å):
N  -0.25  2.15  0.19  -0.86
C  -0.12  0.96  0.99  0.18
C  -0.90  0.65  2.10  -0.56
C  1.96  -1.21  -1.57  -0.64
C  1.46  -0.19  -0.56  -0.17
C  0.43  -0.34  0.32  -0.23
H  0.17  2.40  -0.69  0.40
H  -0.98  2.76  0.56  0.39
H  -1.46  1.30  2.78  0.20
H  -0.74  -0.37  2.55  0.21
H  1.42  -2.18  -1.48  0.22
H  1.94  -0.91  -2.61  0.22
H  2.99  -1.30  -1.39  0.21
H  1.88  0.75  -0.67  0.18
H  -0.25  -1.16  0.55  0.25
H  -2.48  -0.41  0.12  0.49
H  -2.71  -1.53  -1.02  0.47
O  -2.37  -1.35  -0.17  -0.96

Properties
* HOMO energy: -0.294 Eh
* energy above the lowest of the compared OMol25 structures with the same formula, charge and spin: 2.948 eV
* HOMO-LUMO gap: 8.8 eV
* structure (SMILES): C=C(N)/C=C/C.O

5.
The ion C6H16N2 with charge -1, computed with wB97M-V/def2-TZVPD.

Last column: natural (NBO) charge in e.
Geometry (Å):
C  0.42  -0.89  -0.17  -0.27
N  -0.38  0.26  -0.63  -0.68
C  -1.73  -0.21  -1.01  -0.31
C  -2.41  0.81  -1.89  -0.27
N  -3.09  1.87  -1.11  -0.89
C  1.90  -0.48  -0.05  -0.43
C  2.08  -0.89  2.47  -0.79
C  2.15  0.17  1.30  -0.66
H  0.07  -1.33  0.76  0.17
H  0.37  -1.70  -0.94  0.16
H  -0.37  0.88  0.18  0.32
H  -2.26  -0.47  -0.08  0.18
H  -1.61  -1.10  -1.65  0.18
H  -1.78  1.11  -2.74  0.18
H  -3.31  0.30  -2.29  0.16
H  -3.40  2.60  -1.74  0.33
H  -2.42  2.36  -0.50  0.32
H  2.51  -1.38  -0.05  0.18
H  2.25  0.07  -0.93  0.21
H  2.48  -0.50  3.41  0.20
H  1.10  -1.28  2.65  0.19
H  2.67  -1.74  2.06  0.17
H  3.20  0.51  1.33  0.18
H  1.56  1.03  1.63  0.18

Properties
* HOMO energy (spin up / spin down): 0.055 / -0.197 Eh
* energy above the lowest of the compared OMol25 structures with the same formula, charge and spin: 0.813 eV
* HOMO-LUMO gap (spin up / spin down): 2.4 / 9.2 eV
* total charge: -1
* spin multiplicity: 2
* expectation value of S²: 0.75

6.
The molecule C25H21F3N2O7S, computed with wB97M-V/def2-TZVPD.

Last column: natural (NBO) charge in e.
Geometry (Å):
C  3.21  1.00  3.56  -0.64
C  1.86  1.67  3.31  0.02
H  1.64  2.35  4.14  0.22
C  1.89  2.56  2.04  0.65
O  1.85  3.76  2.14  -0.60
N  1.99  1.85  0.90  -0.64
C  1.94  2.31  -0.42  0.22
C  1.85  1.35  -1.42  -0.33
C  1.76  1.72  -2.75  0.29
C  1.75  3.08  -3.10  0.19
C  1.87  4.03  -2.09  -0.22
C  1.96  3.66  -0.77  -0.26
H  2.04  4.41  0.00  0.25
H  1.87  5.07  -2.38  0.23
O  1.62  3.50  -4.40  -0.48
C  1.17  2.48  -5.27  -0.10
C  1.94  1.19  -5.01  -0.10
H  1.62  0.40  -5.69  0.20
O  1.69  0.73  -3.70  -0.51
H  3.01  1.37  -5.14  0.18
H  1.34  2.85  -6.28  0.20
H  0.10  2.31  -5.11  0.18
H  1.84  0.30  -1.17  0.23
H  2.03  0.83  0.98  0.43
O  0.75  0.76  3.34  -0.49
C  0.69  -0.34  2.62  0.81
O  1.53  -0.72  1.83  -0.63
C  -0.56  -1.11  2.84  -0.17
C  -1.63  -0.59  3.58  -0.13
C  -2.80  -1.31  3.69  -0.21
C  -2.94  -2.53  3.04  -0.18
C  -1.87  -3.03  2.31  -0.25
C  -0.69  -2.34  2.22  -0.17
H  0.15  -2.73  1.65  0.25
S  -2.10  -4.57  1.40  2.30
O  -1.31  -5.62  1.96  -0.92
O  -3.50  -4.77  1.22  -0.92
N  -1.36  -4.24  -0.08  -0.84
C  -1.44  -3.01  -0.70  0.14
C  -2.54  -2.19  -0.44  -0.27
C  -2.57  -0.91  -0.98  -0.06
C  -1.55  -0.44  -1.80  -0.23
C  -0.49  -1.29  -2.10  -0.21
C  -0.43  -2.55  -1.54  -0.19
H  0.42  -3.19  -1.75  0.21
H  0.30  -0.94  -2.75  0.24
H  -1.58  0.56  -2.20  0.23
C  -3.72  -0.03  -0.60  0.96
F  -3.66  0.31  0.71  -0.33
F  -4.91  -0.62  -0.77  -0.32
F  -3.76  1.13  -1.27  -0.32
H  -3.35  -2.55  0.16  0.25
H  -0.52  -4.78  -0.24  0.42
H  -3.86  -3.10  3.07  0.25
H  -3.63  -0.92  4.26  0.23
H  -1.53  0.37  4.06  0.24
H  3.97  1.77  3.65  0.23
H  3.48  0.33  2.74  0.23
H  3.17  0.43  4.48  0.22

Properties
* HOMO energy: -0.298 Eh
* energy above the lowest of the compared OMol25 structures with the same formula, charge and spin: 0.347 eV
* HOMO-LUMO gap: 7.8 eV
* structure (SMILES): C[C@H](OC(=O)c1cccc(S(=O)(=O)Nc2cccc(C(F)(F)F)c2)c1)C(=O)Nc1ccc2c(c1)OCCO2

7.
A cluster of 2 separate species, C4H5N3O3 in total, computed with wB97M-V/def2-TZVPD.

Last column: natural (NBO) charge in e.
Geometry (Å):
C  -3.41  -0.25  0.24  -0.10
C  -2.99  0.94  -0.31  0.12
C  -1.35  -0.02  0.70  0.71
C  3.30  -0.38  -0.70  -0.46
N  -2.37  -0.84  0.84  -0.42
N  1.14  -0.32  -0.21  0.00
N  2.22  -0.08  0.30  0.27
O  2.57  0.32  1.39  -0.43
O  -1.70  1.11  -0.01  -0.41
O  -0.20  -0.13  1.20  -0.41
H  -4.39  -0.69  0.23  0.22
H  -3.48  1.68  -0.91  0.21
H  3.85  0.54  -0.91  0.23
H  3.96  -1.11  -0.24  0.23
H  2.86  -0.78  -1.61  0.23

Properties
* HOMO energy (spin up / spin down): -0.333 / -0.324 Eh
* energy above the lowest of the compared OMol25 structures with the same formula, charge and spin: 7.155 eV
* HOMO-LUMO gap (spin up / spin down): 8.7 / 6.9 eV

Ordered E results: -80584.9008, -902789.9114, -9305.3324, -8898.7494, -9459.4565, -62567.1776, -14835.6351; unit eV.
Ordered max |F| results: 8.9, 2.0, 0.5, 3.9, 2.7, 1.1, 2.3; unit eV Å⁻¹.